Density functional theory data (ωB97M-V/def2-TZVPD) for a 2-piece molecular cluster, C5H13N2O overall.

XYZ file:
```
21
Properties=species:S:1:pos:R:3:forces:R:3:mulliken_charge:R:1
O 0.2710 -1.8913 2.6275 -0.294 -0.076 -0.048 -0.518
N -1.1524 0.9477 -0.7136 -0.254 0.013 -0.003 -0.043
N 0.7193 1.9143 -1.6768 -0.046 -0.115 -0.060 -0.208
C -0.5783 1.8071 -1.4995 0.200 0.208 -0.037 0.318
C -2.6025 0.8681 -0.5139 0.202 -0.051 0.206 -0.862
C 2.0570 -0.9109 -0.3090 0.320 0.179 -0.205 -1.128
C 0.3072 -1.8282 1.2113 -0.009 -0.060 0.413 -0.093
C 1.4186 -0.8704 0.8512 -0.395 -0.310 0.021 -0.074
H 2.9258 -0.2861 -0.5272 -0.254 -0.057 0.123 0.536
H 0.5052 -2.8167 0.7834 -0.019 0.091 -0.108 0.313
H 1.6806 -0.1900 1.6524 0.134 0.105 -0.019 0.339
H -0.6818 -1.5027 0.8433 0.134 0.053 -0.133 0.113
H 1.0812 2.5720 -2.3445 0.007 0.111 -0.026 0.249
H -3.0840 1.6644 -1.0693 -0.079 0.073 0.003 0.354
H -1.2038 2.5112 -2.0387 -0.058 -0.096 0.036 0.318
H -2.8161 0.9645 0.5507 -0.058 0.077 -0.112 0.311
H -0.5833 0.2872 -0.1981 0.211 -0.010 -0.027 0.048
H 1.3720 1.2796 -1.2372 -0.006 -0.094 0.098 0.155
H -2.9623 -0.0917 -0.8652 -0.080 -0.107 -0.076 0.319
H -0.4832 -2.4336 2.9013 0.307 0.114 -0.032 0.306
H 1.7904 -1.6395 -1.0663 0.036 -0.048 -0.013 0.245
```
Forces are in eV/Å.

- 2S+1: 1
- Highest occupied orbital energy: -13.42 eV
- Energy above the lowest of the compared OMol25 structures with the same formula, charge and spin: 39.8 kcal/mol
- Charge: +1
- E_LUMO: -3.3 eV